(1)
{
  "formula": "C6H12N3O",
  "method": "wB97M-V/def2-TZVPD",
  "charge": 1,
  "de_lowest_kcal_mol": 48.5,
  "orbital_gap_ev": [7.849, 5.297],
  "multiplicity": 3,
  "symbols": ["N", "N", "C", "C", "H", "C", "H", "C", "H", "H", "H", "N", "H", "H", "H", "C", "H", "H", "C", "H", "O", "H"],
  "xyz": [[1.3208, 1.3749, 0.8081], [-1.2943, -0.2756, 0.7318], [-0.2138, -1.0631, 2.7393], [0.8865, -0.8222, 0.3802], [0.6921, -0.6830, 3.1060], [-1.9492, 0.6790, -1.3707], [1.5974, 0.2197, -2.7523], [-0.2467, -0.7715, 1.3013], [1.1938, 1.9383, -0.0002], [-1.1789, -0.5811, 3.0763], [-0.2796, -2.2255, 2.9286], [-0.9433, 0.1236, -0.5509], [-2.1516, 1.7064, -1.0434], [-2.9795, 0.1263, -1.3749], [-0.1482, -0.2928, -3.0309], [0.2677, -0.1919, -0.9355], [-1.5649, 0.7955, -2.3522], [0.9886, 1.7576, 1.7280], [0.7153, -0.4068, -2.3720], [2.3593, 1.4273, 1.0429], [1.9765, -1.3109, 0.4475], [0.9519, -1.5245, -2.5069]]
}

***

(2)
{
  "formula": "C37H59NO15",
  "method": "wB97M-V/def2-TZVPD",
  "charge": -1,
  "orbital_gap_ev": [1.218, 7.263],
  "multiplicity": 2,
  "symbols": ["H", "H", "C", "H", "C", "C", "H", "O", "C", "H", "H", "O", "H", "O", "H", "O", "H", "H", "C", "H", "O", "C", "H", "C", "H", "C", "H", "H", "H", "H", "H", "C", "O", "C", "C", "C", "H", "O", "C", "H", "H", "H", "H", "H", "H", "C", "C", "H", "C", "C", "H", "H", "O", "H", "H", "C", "N", "C", "H", "H", "H", "C", "H", "O", "H", "H", "H", "C", "C", "C", "H", "C", "H", "H", "C", "C", "O", "C", "H", "O", "H", "O", "H", "H", "C", "H", "C", "O", "C", "C", "C", "H", "H", "H", "H", "C", "H", "H", "H", "H", "C", "O", "H", "H", "H", "O", "C", "H", "C", "H", "H", "C"],
  "xyz": [[5.1987, 4.1913, 3.6789], [-3.4878, 2.5075, -7.8934], [-4.7224, -1.2791, -3.0881], [2.3927, 2.7166, -0.7956], [-1.6423, 0.0533, -0.7581], [3.0814, 3.2090, -1.4821], [-2.8868, 4.6631, -6.9730], [1.9605, 6.5642, -0.7253], [4.1839, 4.3386, 4.0485], [3.1718, 4.0728, -4.4344], [-0.8009, -8.0930, 1.3073], [2.4643, -4.1194, -2.5758], [-2.2901, -0.3928, -1.4981], [-1.1945, -4.2228, 1.1145], [4.2718, -0.6446, -0.4260], [1.6676, -0.4194, 5.7350], [0.0058, 6.4830, 1.5975], [-2.9732, -6.2132, 0.4350], [0.0649, -4.1808, -2.4700], [-5.1250, -1.5173, -4.0726], [-4.5964, -4.1415, -1.0956], [-2.9850, 1.5738, -5.8754], [2.0772, 1.8888, 4.7502], [-5.8770, -1.0232, -2.0790], [-2.4735, 0.3219, 5.3763], [-1.7856, -7.7033, 1.5651], [3.1021, 0.6838, 0.8258], [-1.3278, -6.7118, -0.2973], [2.4079, -2.1957, -1.2222], [-2.6337, 0.5421, -5.8962], [-5.4549, -0.3273, -1.3540], [-1.4956, -1.5102, 4.5657], [-1.4962, 1.9382, -3.9719], [1.6237, -2.8534, -0.8471], [4.6413, -0.5925, 0.5982], [3.6673, -2.1671, 2.0886], [1.9341, -3.4037, 0.0411], [1.8081, 2.6303, 2.2201], [2.2836, 2.9537, 4.6428], [0.0872, 5.5035, -2.4248], [0.1802, -5.2644, -2.4457], [0.7377, 4.8772, 1.6402], [5.7552, -2.1607, 1.6837], [3.8647, 3.9574, 5.9894], [-6.9312, -2.9029, -2.0131], [-1.1247, -0.7494, 0.3065], [-0.0389, 5.3673, -1.3507], [1.6133, 3.3119, -4.0860], [-2.7647, 2.5592, -7.0794], [-0.8363, 1.1599, -0.8198], [-4.0209, 1.5504, -5.5371], [2.7600, 4.2467, -1.5704], [-2.2112, 3.7363, -5.1851], [-6.5050, -2.3431, -0.3865], [-0.0432, 4.2805, -1.2662], [-3.0171, 3.8071, -6.3109], [0.0668, 1.1533, 0.2298], [-1.9553, -6.5737, 0.5832], [-4.0215, 3.9628, -5.9172], [4.0161, 5.3681, 4.3647], [0.3232, -0.0015, 1.9427], [0.9642, 5.9763, -0.3566], [-0.7014, 1.9404, -1.5540], [-4.1422, -2.4930, -2.4974], [1.3299, 3.3702, 4.9670], [5.5346, 0.0249, 0.5035], [-2.4115, -8.5890, 1.6739], [-2.0945, 2.3837, -4.9259], [-1.4908, -5.4129, 1.4197], [2.6913, 3.1514, -4.1055], [1.7762, 6.0858, 1.6736], [2.4406, 3.1613, 3.1580], [-6.7428, -0.4994, -2.4842], [4.3569, 2.5884, 5.1057], [-1.5235, -7.1192, 2.9532], [0.5100, -0.6178, 5.3601], [3.8044, 1.3984, -2.8610], [3.6583, 3.4239, 5.0616], [4.0940, 0.7206, 2.2832], [2.9840, -1.0311, 2.2469], [0.6353, -2.3945, -0.8240], [-1.3274, -5.7180, 2.7429], [-0.1037, -3.6126, -3.3848], [0.4608, -1.9351, 3.6905], [-4.9400, -3.1273, -1.6089], [0.7988, 1.8014, 0.4832], [3.6268, 0.0619, 1.5511], [3.4221, -3.1521, 2.7401], [4.8350, -1.9703, 1.1315], [1.4610, -3.7611, -2.0032], [-0.0185, -1.8279, 4.6636], [4.6740, -2.6725, 0.3135], [-1.4517, 0.6694, 3.9942], [3.9913, 3.3034, -0.8894], [-0.6584, -7.7248, 3.2236], [-1.5844, -0.0072, 4.8385], [-1.4389, -1.7256, 0.6453], [-1.7590, 2.6286, -7.4939], [-1.0208, 5.8293, -1.2479], [-2.3363, -7.2205, 3.6723], [-6.1923, -2.3525, -1.4306], [-0.4711, 0.2103, 5.6522], [2.8607, 2.4796, -4.9470], [-0.6788, -3.9194, -1.7171], [-3.9556, -0.5056, -3.1308], [3.3340, 4.0570, 2.9685], [-0.2529, 0.1134, 1.0364], [-2.0592, -1.8682, 3.7041], [3.3035, 2.4903, -2.7877], [0.2337, -2.7326, 5.2167], [-1.9372, -2.2178, 5.2675], [0.8171, 5.8720, 1.2019]]
}

***

(3)
{
  "formula": "C3H5NO2",
  "method": "wB97M-V/def2-TZVPD",
  "de_lowest_kcal_mol": 65.4,
  "smiles": "[H]/N=C/C=O.C=O",
  "orbital_gap_ev": 10.043,
  "multiplicity": 1,
  "symbols": ["C", "H", "C", "C", "N", "H", "H", "O", "H", "H", "O"],
  "xyz": [[1.7277, -0.6408, 0.7058], [-2.5698, -0.8298, 0.5170], [-0.2782, 0.8217, -1.0994], [-1.1608, 0.3331, 0.0238], [-2.0838, -0.4658, -0.3062], [2.4762, 0.1425, 0.8647], [-0.8983, 0.6839, 1.0260], [0.9330, 0.7971, -1.0514], [1.9443, -1.3208, -0.1267], [-0.8437, 1.2258, -1.9608], [0.7533, -0.7469, 1.4072]]
}

***

(4)
{
  "formula": "C21H34N4O4S",
  "method": "wB97M-V/def2-TZVPD",
  "de_lowest_kcal_mol": 22.3,
  "smiles": "CN(CCNC(=O)C1CCN(S(=O)(=O)N2CCOCC2)CC1)CCc1ccccc1",
  "orbital_gap_ev": 8.494,
  "multiplicity": 1,
  "symbols": ["C", "S", "H", "H", "H", "C", "C", "H", "H", "O", "C", "C", "H", "C", "H", "H", "C", "N", "C", "H", "H", "H", "C", "H", "O", "C", "N", "H", "H", "H", "H", "H", "C", "C", "H", "H", "H", "O", "H", "H", "H", "C", "C", "C", "H", "C", "O", "H", "N", "C", "C", "H", "N", "C", "H", "H", "H", "H", "H", "C", "H", "H", "H", "C"],
  "xyz": [[0.5842, -2.5804, 1.8872], [0.8576, -0.3408, 0.4429], [3.1421, -1.1901, 2.6394], [1.7375, 3.9519, 0.5961], [-4.6677, 0.1181, -0.6345], [-3.8191, -0.4705, -1.0006], [-2.1311, -0.2975, -2.7614], [-2.6276, 3.0057, -2.6055], [-3.1247, 1.9115, -0.4536], [-0.2091, 0.0595, 1.3055], [-1.6817, 4.8225, -0.9300], [-1.1106, 3.5859, -1.1968], [-2.0899, 0.2542, -3.7035], [0.2016, 5.4346, 0.4239], [-4.2153, -1.2781, -1.6202], [-3.8540, -1.7137, 0.7625], [-1.9455, -3.2109, 0.2712], [1.3001, -1.9121, 0.8062], [1.6061, -2.7541, -0.3330], [2.1079, -2.1286, -1.0710], [-1.5484, 1.0928, -0.4920], [2.3074, -3.5237, 0.0043], [0.3641, -3.3996, -0.9618], [5.2938, -0.2600, -0.0606], [0.6747, -0.2387, -0.9757], [2.4463, 0.8150, 2.2139], [-1.9954, -1.9148, -0.0774], [1.2592, -2.6762, 2.7484], [-0.1304, -2.6725, -1.6058], [1.5222, 0.6733, 2.7716], [2.9718, 0.3286, -1.0404], [0.7099, 6.1522, 1.0516], [0.1280, 3.2849, -0.6393], [3.3024, 0.6085, -0.0411], [-0.6464, -4.3026, 2.2305], [3.8726, 0.0742, 3.6760], [0.9005, -4.6744, 1.4658], [-2.8970, -3.8132, 0.7331], [2.7979, 1.8436, 2.3461], [-2.7990, -0.2830, 0.9118], [0.5794, 2.3221, -0.8321], [-0.6042, -3.9396, 0.1043], [-1.0293, 5.7434, -0.1281], [-3.1333, -1.0794, 0.2406], [-1.4841, 6.7037, 0.0684], [-2.3769, 1.4634, -1.1149], [4.6746, -0.0685, 1.8402], [-0.8806, -4.9707, -0.1391], [-3.0289, 0.3937, -1.8514], [4.3607, -0.3598, 0.4963], [3.5345, -0.1629, 2.6662], [0.7010, -4.2173, -1.6017], [2.1347, 0.6279, 0.8133], [0.0724, -3.9628, 1.4839], [-2.6446, 5.0678, -1.3555], [-1.1650, -1.4269, -0.3691], [-0.2467, -1.9357, 2.1803], [-1.1008, 2.1106, -2.7236], [3.7144, 1.6231, -0.0677], [-1.8154, 2.5572, -2.0321], [-1.1109, -0.3855, -2.3718], [-2.5161, -1.2928, -2.9754], [3.9929, -1.3937, 0.4180], [0.7774, 4.2012, 0.1670]]
}

***

(5)
{
  "formula": "C3H9O2",
  "method": "wB97M-V/def2-TZVPD",
  "de_lowest_kcal_mol": 9.0,
  "orbital_gap_ev": [10.896, 7.803],
  "multiplicity": 2,
  "symbols": ["H", "H", "C", "H", "H", "H", "H", "H", "H", "H", "O", "C", "O", "C"],
  "xyz": [[0.4044, -1.6000, -1.6846], [0.3389, -1.9932, 0.0575], [-0.7192, 0.4413, 0.8574], [3.4001, 2.0034, 1.0415], [-2.5939, -0.3980, -0.7862], [-0.8173, -0.3330, 1.6266], [-0.5166, 0.6209, -1.2293], [0.2161, 1.0070, 1.0074], [1.3906, -0.6035, -0.5209], [-1.5572, 1.1380, 0.9704], [-1.8233, -0.9701, -0.8383], [0.4674, -1.1761, -0.6730], [2.4752, 2.0618, 0.6820], [-0.6650, -0.1984, -0.5105]]
}